Record 1
The following is a quantum chemistry calculation of an isolated molecule of C20H23N3O3, from OMol25.

XYZ file:
```
49
C20H23N3O3 | OMol25 | ωB97M-V/def2-TZVPD
C -4.069 -2.908 -3.427
C -3.685 -1.636 -2.666
C -2.265 -1.273 -2.910
N -1.870 -0.421 -3.809
C -0.502 -0.374 -3.717
C 0.427 0.376 -4.428
C 1.758 0.227 -4.098
C 2.171 -0.648 -3.093
C 1.264 -1.406 -2.378
C -0.075 -1.259 -2.700
N -1.223 -1.839 -2.212
C -1.287 -2.703 -1.070
C -1.362 -1.898 0.244
O -2.681 -1.981 0.730
C -0.375 -2.419 1.302
O -0.394 -1.608 2.452
C 0.281 -0.413 2.444
C 0.174 0.340 3.613
C 0.812 1.554 3.740
C 1.579 2.051 2.687
N 2.250 3.276 2.744
C 2.300 4.184 3.763
C 3.147 5.391 3.410
O 1.741 4.055 4.827
C 1.685 1.300 1.522
C 1.045 0.080 1.393
H -5.115 -3.147 -3.250
H -3.463 -3.755 -3.111
H -3.921 -2.760 -4.494
H -4.301 -0.808 -3.018
H -3.853 -1.770 -1.595
H 0.105 1.049 -5.207
H 2.505 0.798 -4.630
H 3.224 -0.734 -2.869
H 1.594 -2.090 -1.608
H -2.177 -3.331 -1.127
H -0.404 -3.346 -1.074
H -1.118 -0.844 0.030
H -2.690 -1.643 1.635
H -0.704 -3.406 1.641
H 0.637 -2.503 0.891
H -0.419 -0.054 4.423
H 0.721 2.125 4.648
H 2.763 3.508 1.904
H 3.147 6.082 4.247
H 2.742 5.892 2.533
H 4.169 5.085 3.199
H 2.272 1.669 0.693
H 1.158 -0.459 0.466
```

Calculated values
DFT total energy: -31727.127 eV
structure (SMILES): CCc1nc2ccccc2n1C[C@@H](O)COc1ccc(NC(C)=O)cc1
frontier orbital gap: 0.3221 hartree
relative energy (zero: lowest compared OMol25 entry of this formula, charge and spin): 99.1 kJ/mol
highest occupied orbital energy: -8.2 eV
net charge: 0



Record 2
The following is a quantum chemistry calculation of a cluster of 2 separate species, C12H18N in total in a non-equilibrium geometry, from OMol25.

XYZ file:
```
31
C12H18N | OMol25 | ωB97M-V/def2-TZVPD
C -3.575 0.839 -0.145
C -2.601 0.851 -1.198
C -3.128 0.952 1.122
C -1.275 0.601 -0.906
C -1.757 0.949 1.485
C -0.806 0.672 0.444
C 0.498 -3.007 -0.023
C 0.540 0.425 0.807
C -0.132 -2.962 -1.329
C 1.498 2.357 -0.361
C 3.071 0.425 0.519
C 1.648 0.780 -0.102
N 0.755 -2.063 0.774
H -4.560 0.737 -0.586
H -2.781 1.009 -2.220
H -3.753 1.001 2.067
H -0.611 0.383 -1.746
H -1.650 1.137 2.549
H 0.795 -3.971 0.389
H -0.434 -1.919 -1.581
H -1.155 -3.394 -1.322
H 0.694 -3.294 -1.983
H 1.901 2.797 0.570
H 0.415 2.645 -0.416
H 2.059 2.639 -1.176
H 3.457 -0.600 0.736
H 3.143 1.005 1.455
H 3.960 0.737 -0.107
H 1.773 0.238 -1.126
H 1.195 -2.204 1.597
H 0.819 0.237 1.814
```

Calculated values
DFT total energy: -14216.190 eV
frontier orbital gap: 0.2907 hartree
relative energy (zero: lowest compared OMol25 entry of this formula, charge and spin): 408.3 kJ/mol
highest occupied orbital energy: -13.2 eV
net charge: +1



Record 3
The following is a quantum chemistry calculation of a cluster of 9 separate species, C37H61N2O23P3 in total in a non-equilibrium geometry, from OMol25.

XYZ file:
```
126
C37H61N2O23P3 | OMol25 | ωB97M-V/def2-TZVPD
N 4.173 5.509 1.868
P 4.612 4.159 1.056
C 3.928 4.062 -0.731
O 3.404 5.311 -1.376
C 1.918 5.229 -1.559
O 1.158 5.742 -2.540
C 1.513 4.286 -0.282
P -0.314 3.904 0.116
N -1.233 5.228 -0.243
O -0.459 3.674 1.854
O -0.999 2.589 -0.824
C 2.586 3.080 -0.547
C 2.584 2.298 -1.999
P 3.791 0.777 -1.870
O 2.948 -0.391 -1.219
O 4.295 0.201 -3.460
O 5.241 1.124 -0.968
H 3.589 5.202 2.709
H 6.067 4.101 1.075
H 4.072 3.019 1.778
H 4.702 3.644 -1.503
H 1.854 4.943 0.665
H -0.613 5.985 -0.629
H 0.362 4.101 2.253
H -1.542 2.060 -0.139
H 2.675 2.201 0.230
H 1.521 1.965 -2.367
H 3.089 3.001 -2.821
H 5.150 -0.346 -3.343
H 5.919 1.637 -1.522
O 6.771 -1.259 -2.540
C 6.955 -1.891 -3.566
C 8.005 -2.942 -3.764
C 8.032 -3.085 -5.264
C 6.621 -2.732 -5.655
O 6.194 -1.767 -4.694
H 7.685 -3.865 -3.273
H 8.971 -2.611 -3.375
H 8.337 -4.078 -5.604
H 8.729 -2.353 -5.690
H 5.948 -3.594 -5.607
H 6.572 -2.299 -6.658
O -5.928 0.850 -4.230
C -5.142 1.720 -3.896
C -4.058 2.291 -4.759
C -3.187 2.996 -3.750
C -4.171 3.378 -2.675
O -5.156 2.345 -2.682
H -4.501 2.991 -5.474
H -3.511 1.502 -5.279
H -2.646 3.852 -4.162
H -2.450 2.292 -3.346
H -4.665 4.333 -2.883
H -3.699 3.430 -1.690
O -7.688 0.315 2.985
C -7.513 0.436 1.784
C -8.589 0.403 0.741
C -7.796 0.203 -0.526
C -6.481 0.860 -0.200
O -6.299 0.664 1.202
H -9.118 1.361 0.743
H -9.283 -0.422 0.915
H -8.278 0.620 -1.414
H -7.643 -0.870 -0.697
H -6.492 1.936 -0.404
H -5.650 0.404 -0.747
O 6.234 -6.337 0.930
C 5.840 -5.314 0.394
C 5.189 -5.234 -0.953
C 5.280 -3.761 -1.262
C 5.252 -3.134 0.108
O 5.895 -4.075 0.966
H 4.151 -5.568 -0.869
H 5.730 -5.832 -1.689
H 4.482 -3.400 -1.916
H 6.239 -3.546 -1.748
H 4.231 -2.972 0.470
H 5.791 -2.183 0.133
O 7.720 -8.828 6.431
C 7.883 -8.081 5.480
C 8.510 -6.721 5.541
C 8.100 -6.125 4.218
C 7.982 -7.337 3.332
O 7.555 -8.392 4.192
H 9.595 -6.830 5.619
H 8.116 -6.143 6.380
H 8.804 -5.380 3.837
H 7.120 -5.643 4.320
H 8.941 -7.619 2.883
H 7.248 -7.190 2.535
O -11.671 -1.680 0.516
C -11.651 -2.300 1.567
C -11.984 -1.736 2.915
C -11.424 -2.783 3.844
C -11.535 -4.043 3.025
O -11.358 -3.629 1.671
H -13.070 -1.648 3.007
H -11.503 -0.767 3.067
H -11.948 -2.844 4.801
H -10.369 -2.566 4.049
H -12.518 -4.515 3.121
H -10.764 -4.772 3.292
O 8.144 3.711 -1.114
C 7.957 3.549 -2.309
C 8.548 4.387 -3.402
C 7.697 4.008 -4.587
C 7.293 2.593 -4.264
O 7.205 2.542 -2.841
H 9.594 4.102 -3.545
H 8.465 5.451 -3.172
H 8.215 4.099 -5.546
H 6.808 4.649 -4.621
H 8.039 1.862 -4.595
H 6.325 2.334 -4.704
O -11.819 -0.730 6.684
C -11.892 0.472 6.487
C -11.220 1.211 5.369
C -11.319 2.643 5.833
C -12.577 2.635 6.662
O -12.639 1.331 7.240
H -11.778 1.044 4.444
H -10.180 0.897 5.257
H -11.349 3.367 5.014
H -10.458 2.884 6.467
H -13.475 2.792 6.057
H -12.547 3.388 7.455
```

Calculated values
DFT total energy: -117295.438 eV
structure (SMILES): N=[PH2][C@@H]1OC(=O)[C@@H](P(=N)(O)O)[C@H]1CP(=O)(O)O.O=C1CCCO1.O=C1CCCO1.O=C1CCCO1.O=C1CCCO1.O=C1CCCO1.O=C1CCCO1.O=C1CCCO1.O=C1CCCO1
frontier orbital gap: 0.3122 hartree
highest occupied orbital energy: -8.9 eV
net charge: 0



Record 4
The following is a quantum chemistry calculation of a cluster of 7 separate species, C31H50BF18NO13P2S in total in a non-equilibrium geometry, from OMol25.

XYZ file:
```
117
C31H50BF18NO13P2S | OMol25 | ωB97M-V/def2-TZVPD
C -0.533 3.000 0.974
C -1.029 1.591 1.479
C 0.195 0.686 1.831
C 0.474 -0.539 0.895
C -0.257 -0.587 -0.479
C -1.306 -1.751 -0.477
C -2.597 -1.336 0.309
B -3.727 -2.453 0.387
P -3.491 -4.236 1.030
S -3.961 -5.597 -0.323
P -5.518 -1.973 -0.196
N -6.222 -1.264 1.250
O -5.373 -0.694 -1.298
H 0.336 2.928 0.315
H -1.392 3.504 0.495
H -0.311 3.566 1.887
H -1.775 1.147 0.810
H -1.554 1.811 2.428
H 1.099 1.310 1.903
H 0.032 0.291 2.852
H 1.559 -0.549 0.686
H 0.282 -1.461 1.474
H 0.491 -0.895 -1.234
H -0.675 0.364 -0.835
H -1.505 -2.135 -1.489
H -0.857 -2.594 0.086
H -2.264 -1.015 1.320
H -2.973 -0.410 -0.171
H -2.206 -4.454 1.602
H -4.434 -4.402 2.100
H -6.286 -0.257 1.187
H -7.123 -1.670 1.448
H -5.163 0.104 -0.804
C 1.350 6.401 7.601
C 1.811 6.637 6.178
O 2.077 5.393 5.511
C 1.015 4.768 5.012
O -0.108 5.157 5.079
C 1.448 3.494 4.295
F 2.343 2.797 5.000
F 2.016 3.770 3.117
F 0.426 2.684 4.055
H 2.075 5.789 8.140
H 1.228 7.349 8.126
H 0.399 5.869 7.623
H 2.750 7.189 6.178
H 1.088 7.227 5.613
C 5.144 2.454 3.499
C 5.629 3.479 2.495
O 7.064 3.551 2.483
C 7.681 2.623 1.758
O 7.141 1.763 1.138
C 9.189 2.848 1.797
F 9.623 3.107 3.031
F 9.538 3.883 1.029
F 9.856 1.789 1.360
H 5.555 2.663 4.488
H 4.062 2.464 3.558
H 5.466 1.449 3.222
H 5.277 4.470 2.778
H 5.248 3.273 1.494
C -2.150 -5.723 4.819
C -2.363 -4.239 4.601
O -2.364 -3.532 5.851
C -1.163 -3.237 6.344
O -0.125 -3.514 5.833
C -1.311 -2.449 7.641
F -2.233 -2.980 8.444
F -1.677 -1.189 7.395
F -0.175 -2.405 8.322
H -2.889 -6.115 5.518
H -2.232 -6.265 3.876
H -1.166 -5.919 5.246
H -3.342 -4.070 4.155
H -1.617 -3.821 3.924
C 3.252 -2.060 -6.105
C 1.767 -2.317 -6.262
O 1.366 -3.478 -5.516
C 1.146 -3.282 -4.220
O 1.257 -2.241 -3.652
C 0.683 -4.578 -3.564
F 1.416 -5.622 -3.947
F -0.586 -4.849 -3.876
F 0.757 -4.518 -2.241
H 3.824 -2.947 -6.380
H 3.564 -1.228 -6.736
H 3.502 -1.822 -5.071
H 1.535 -2.531 -7.304
H 1.175 -1.450 -5.968
C -0.557 4.645 -4.937
C 0.931 4.434 -4.745
O 1.416 5.185 -3.620
C 1.231 4.621 -2.431
O 0.706 3.569 -2.243
C 1.832 5.498 -1.338
F 1.527 6.785 -1.502
F 3.165 5.412 -1.329
F 1.408 5.147 -0.131
H -0.784 5.709 -5.020
H -0.902 4.138 -5.838
H -1.120 4.259 -4.086
H 1.474 4.805 -5.614
H 1.177 3.378 -4.635
C -3.285 -4.079 -5.421
C -4.716 -4.242 -5.890
O -4.812 -4.076 -7.315
C -4.503 -5.145 -8.043
O -4.161 -6.198 -7.608
C -4.694 -4.839 -9.525
F -4.185 -3.652 -9.858
F -5.989 -4.819 -9.847
F -4.109 -5.747 -10.294
H -2.880 -3.122 -5.755
H -3.230 -4.126 -4.333
H -2.645 -4.861 -5.832
H -5.341 -3.467 -5.450
H -5.130 -5.204 -5.587
```

Calculated values
DFT total energy: -140070.927 eV
structure (SMILES): CCCCCCCB([PH2]=S)P(N)O.CCOC(=O)C(F)(F)F.CCOC(=O)C(F)(F)F.CCOC(=O)C(F)(F)F.CCOC(=O)C(F)(F)F.CCOC(=O)C(F)(F)F.CCOC(=O)C(F)(F)F
frontier orbital gap: 0.2636 hartree
highest occupied orbital energy: -8.2 eV
net charge: 0